[1]
A molecular structure, C15H43AlCl2N7O3P2 at a distorted geometry. Source: the Open Molecules 2025 dataset; level of theory: ωB97M-V/def2-TZVPD.

Its frontier orbital gap is 0.1813 Ha. The calculation puts the lowest unoccupied orbital energy at 0.1 eV. For the HOMO energy, the calculation gives -4.82 eV. The molar mass comes out at 529.39 g mol⁻¹. Its charge is -1. As for the spin multiplicity: 1. The electronic energy is -83040.9390 eV.

Element x y z (Å)
C1 4.05 3.35 -5.84
C2 4.19 3.66 -4.21
Cl1 3.77 2.28 -2.99
C3 4.63 5.02 -3.69
Cl2 5.08 6.42 -4.87
Al1 4.71 5.33 -1.63
N1 2.92 5.99 -1.16
O1 6.00 6.61 -1.12
H1 4.84 2.57 -6.23
H2 4.07 4.32 -6.50
H3 2.94 2.91 -5.97
H4 4.94 3.89 -0.96
H5 2.89 6.93 -1.65
H6 2.28 5.39 -1.77
H7 6.01 7.41 -1.72
O2 4.87 -1.99 1.38
P1 3.33 -1.87 1.34
N2 3.17 -3.33 0.49
C4 2.91 -3.51 -0.92
C5 3.65 -4.55 1.13
N3 3.35 -0.53 0.26
C6 2.72 -0.46 -1.04
C7 4.54 0.33 0.27
N4 1.56 -1.74 1.29
C8 1.11 -0.61 2.14
C9 0.76 -2.90 1.74
H8 2.01 -2.97 -1.24
H9 2.69 -4.55 -1.18
H10 3.76 -3.19 -1.53
H11 2.90 -4.91 1.84
H12 4.58 -4.39 1.68
H13 3.85 -5.36 0.42
H14 3.32 -0.96 -1.81
H15 2.59 0.58 -1.36
H16 1.71 -0.87 -1.05
H17 5.35 -0.12 -0.31
H18 4.89 0.51 1.29
H19 4.32 1.32 -0.15
H20 1.35 -0.79 3.19
H21 0.03 -0.44 2.04
H22 1.60 0.33 1.85
H23 1.08 -3.25 2.72
H24 0.81 -3.73 1.03
H25 -0.31 -2.65 1.79
O3 -2.72 -0.57 1.92
P2 -4.27 -0.46 1.88
N5 -4.42 -1.91 1.03
C10 -4.69 -2.09 -0.38
C11 -3.95 -3.13 1.67
N6 -4.25 0.89 0.81
C12 -4.88 0.96 -0.50
C13 -3.06 1.75 0.81
N7 -6.04 -0.32 1.84
C14 -6.48 0.81 2.68
C15 -6.84 -1.48 2.28
H26 -5.59 -1.55 -0.69
H27 -4.90 -3.13 -0.64
H28 -3.84 -1.77 -0.98
H29 -4.70 -3.49 2.38
H30 -3.02 -2.97 2.22
H31 -3.75 -3.94 0.96
H32 -4.28 0.45 -1.27
H33 -5.00 2.00 -0.82
H34 -5.89 0.55 -0.51
H35 -2.25 1.29 0.23
H36 -2.71 1.92 1.83
H37 -3.28 2.73 0.39
H38 -6.25 0.63 3.73
H39 -7.56 0.98 2.58
H40 -6.00 1.75 2.39
H41 -6.51 -1.83 3.27
H42 -6.78 -2.31 1.57
H43 -7.90 -1.23 2.33

Table of Löwdin atomic charges, one value per atom, all in e:
1. C -0.169
2. C -0.646
3. Cl 0.473
4. C -0.589
5. Cl 0.384
6. Al 0.091
7. N -0.157
8. O -0.326
9. H 0.070
10. H 0.052
11. H 0.072
12. H -0.088
13. H -0.030
14. H -0.033
15. H -0.004
16. O -0.318
17. P 0.750
18. N -0.369
19. C -0.135
20. C -0.141
21. N -0.320
22. C -0.157
23. C -0.133
24. N -0.265
25. C -0.137
26. C -0.129
27. H 0.062
28. H 0.076
29. H 0.081
30. H 0.058
31. H 0.064
32. H 0.075
33. H 0.074
34. H 0.026
35. H 0.067
36. H 0.084
37. H 0.072
38. H 0.053
39. H 0.077
40. H 0.066
41. H 0.079
42. H 0.084
43. H 0.075
44. H 0.071
45. O -0.315
46. P 0.757
47. N -0.367
48. C -0.131
49. C -0.132
50. N -0.327
51. C -0.146
52. C -0.135
53. N -0.273
54. C -0.148
55. C -0.132
56. H 0.062
57. H 0.080
58. H 0.083
59. H 0.061
60. H 0.059
61. H 0.080
62. H 0.076
63. H 0.079
64. H 0.066
65. H 0.085
66. H 0.073
67. H 0.079
68. H 0.078
69. H 0.081
70. H 0.075
71. H 0.086
72. H 0.077
73. H 0.082


[2]
A molecular structure, C15H44F3LiN4O17S at a distorted geometry. Source: the Open Molecules 2025 dataset; level of theory: ωB97M-V/def2-TZVPD.

Its frontier orbital gap is 0.2576 Ha. The calculation puts the lowest unoccupied orbital energy at -1.3 eV. For the HOMO energy, the calculation gives -8.30 eV. The molar mass comes out at 648.53 g mol⁻¹. As for the spin multiplicity: 1. The electronic energy is -76223.9250 eV. The energy above the lowest of the compared OMol25 structures with the same formula, charge and spin is 143.4 kcal per mole.

Element x y z (Å)
Li1 3.79 -2.24 0.74
C1 1.07 1.14 0.18
F1 1.60 1.35 -1.00
F2 1.76 1.78 1.11
F3 -0.19 1.60 0.18
S1 0.95 -0.65 0.58
O1 2.33 -1.13 0.73
O2 0.26 -0.67 1.85
O3 0.24 -1.24 -0.53
C2 -1.04 5.48 -2.16
C3 -0.82 4.29 -1.23
O4 0.39 4.34 -0.49
O5 -0.13 5.59 -3.22
H1 -0.98 6.41 -1.58
H2 -2.10 5.41 -2.46
H3 -0.85 3.37 -1.82
H4 -1.69 4.29 -0.56
H5 0.17 4.66 0.39
H6 -0.12 4.77 -3.73
C4 -2.99 -0.03 2.89
C5 -3.91 0.17 4.05
O6 -4.38 1.51 4.13
O7 -1.88 0.90 2.95
H7 -3.54 0.21 1.97
H8 -2.56 -1.03 2.87
H9 -3.42 -0.08 5.00
H10 -4.77 -0.49 3.94
H11 -3.61 2.05 4.37
H12 -1.14 0.41 2.56
C6 1.14 -4.69 -0.93
C7 1.18 -5.28 -2.32
O8 2.31 -6.14 -2.36
O9 0.85 -5.71 0.02
H13 0.37 -3.92 -0.88
H14 2.13 -4.28 -0.68
H15 1.27 -4.53 -3.11
H16 0.23 -5.82 -2.45
H17 2.36 -6.55 -3.22
H18 1.55 -6.37 -0.10
C8 -3.15 2.79 0.22
C9 -2.68 3.23 -1.16
O10 -2.83 4.62 -1.39
O11 -2.45 3.44 1.27
H19 -2.92 1.71 0.28
H20 -4.22 2.83 0.44
H21 -3.29 2.69 -1.90
H22 -1.63 2.98 -1.26
H23 -3.78 4.79 -1.30
H24 -1.78 2.85 1.63
C10 3.70 0.24 3.58
C11 4.74 -0.85 3.52
O12 4.29 -1.93 2.68
O13 4.23 1.40 4.19
H25 2.76 -0.05 4.06
H26 3.40 0.48 2.55
H27 4.97 -1.21 4.53
H28 5.70 -0.50 3.13
H29 3.79 -2.52 3.26
H30 3.69 1.65 4.94
C12 0.84 0.58 -4.85
C13 1.61 1.88 -4.84
O14 1.01 2.74 -3.89
O15 0.95 0.07 -3.53
H31 1.20 -0.12 -5.62
H32 -0.18 0.78 -5.18
H33 1.53 2.38 -5.80
H34 2.64 1.66 -4.57
H35 1.05 2.32 -3.03
H36 0.29 -0.62 -3.40
C14 0.69 -3.70 3.71
O16 0.63 -4.68 4.43
N1 0.61 -2.40 4.13
N2 0.79 -3.82 2.34
H37 0.59 -2.21 5.11
H38 0.63 -1.71 3.39
H39 0.97 -3.09 1.68
H40 0.71 -4.74 1.93
C15 -2.25 -1.80 -2.91
O17 -3.06 -2.20 -3.72
N3 -2.52 -0.82 -1.99
N4 -0.93 -2.23 -2.95
H41 -1.79 -0.35 -1.49
H42 -3.48 -0.53 -1.92
H43 -0.26 -2.20 -2.19
H44 -0.68 -2.71 -3.79

Table of Löwdin atomic charges, one value per atom, all in e:
1. Li 0.776
2. C -0.663
3. F 0.172
4. F 0.166
5. F 0.140
6. S 0.535
7. O -0.409
8. O -0.303
9. O -0.280
10. C -0.217
11. C -0.302
12. O -0.020
13. O -0.047
14. H 0.138
15. H 0.106
16. H 0.110
17. H 0.071
18. H 0.090
19. H 0.061
20. C -0.214
21. C -0.254
22. O -0.057
23. O -0.093
24. H 0.111
25. H 0.124
26. H 0.121
27. H 0.122
28. H 0.083
29. H 0.020
30. C -0.240
31. C -0.237
32. O -0.063
33. O -0.067
34. H 0.103
35. H 0.112
36. H 0.116
37. H 0.132
38. H 0.092
39. H 0.092
40. C -0.211
41. C -0.281
42. O -0.160
43. O -0.050
44. H 0.105
45. H 0.126
46. H 0.146
47. H 0.035
48. H 0.144
49. H 0.062
50. C -0.249
51. C -0.196
52. O -0.144
53. O -0.039
54. H 0.127
55. H 0.100
56. H 0.133
57. H 0.130
58. H 0.096
59. H 0.091
60. C -0.255
61. C -0.232
62. O -0.063
63. O -0.079
64. H 0.117
65. H 0.125
66. H 0.125
67. H 0.122
68. H 0.058
69. H 0.034
70. C -0.677
71. O 0.030
72. N 0.162
73. N 0.166
74. H 0.104
75. H 0.039
76. H 0.040
77. H 0.078
78. C -0.658
79. O 0.034
80. N 0.176
81. N 0.136
82. H 0.071
83. H 0.104
84. H 0.042
85. H 0.106


[3]
8 unconnected molecules or ions with the total composition C15H44NO16 at a distorted geometry. Source: the Open Molecules 2025 dataset; level of theory: ωB97M-V/def2-TZVPD.

Its frontier orbital gap is 0.3525 Ha. The calculation puts the lowest unoccupied orbital energy at 2.5 eV. For the HOMO energy, the calculation gives -7.09 eV. The molar mass comes out at 494.51 g mol⁻¹. Its charge is -1. As for the spin multiplicity: 1. The electronic energy is -50514.9232 eV. The energy above the lowest of the compared OMol25 structures with the same formula, charge and spin is 0.0 kcal per mole.

Element x y z (Å)
N1 0.15 0.08 -0.34
O1 1.05 -0.71 -0.69
O2 -1.02 -0.32 -0.23
O3 0.41 1.30 -0.22
C1 0.16 -3.54 1.07
C2 -0.30 -3.60 2.51
C3 -1.04 -4.90 2.83
O4 0.87 -3.52 3.36
H1 -0.63 -3.33 0.34
H2 0.77 -4.40 0.78
H3 0.83 -2.68 0.93
H4 -0.91 -2.74 2.79
H5 -1.11 -5.20 3.88
H6 -0.52 -5.72 2.33
H7 -2.08 -4.92 2.47
H8 1.55 -4.07 2.95
C4 5.32 1.50 0.42
C5 4.40 0.27 0.51
O5 4.24 -0.10 1.86
O6 4.79 2.62 1.06
H9 5.51 1.61 -0.66
H10 6.25 1.23 0.91
H11 4.80 -0.56 -0.08
H12 3.44 0.58 0.09
H13 3.37 -0.44 2.07
H14 3.98 2.97 0.64
C6 -2.81 4.03 -1.68
C7 -2.72 3.95 -0.18
O7 -2.71 2.58 0.26
O8 -4.01 3.39 -2.17
H15 -1.98 3.60 -2.25
H16 -2.90 5.09 -1.93
H17 -3.55 4.42 0.34
H18 -1.79 4.35 0.24
H19 -1.96 2.09 -0.12
H20 -3.70 2.55 -2.52
C8 3.09 3.47 -2.09
C9 2.19 2.73 -3.06
O9 2.16 1.31 -2.89
O10 2.65 3.33 -0.73
H21 3.08 4.54 -2.32
H22 4.13 3.15 -2.12
H23 2.51 2.97 -4.07
H24 1.13 3.02 -2.97
H25 2.11 1.07 -1.95
H26 1.83 2.81 -0.76
C10 -0.58 -1.18 -4.94
C11 0.08 -1.92 -3.83
O11 -0.86 -2.16 -2.79
O12 -1.63 -1.89 -5.59
H27 0.19 -1.11 -5.73
H28 -0.95 -0.19 -4.70
H29 0.86 -1.27 -3.39
H30 0.61 -2.84 -4.07
H31 -0.94 -1.44 -2.16
H32 -2.35 -2.09 -4.98
C12 -4.28 -1.08 1.51
C13 -3.89 -2.26 0.61
O13 -3.49 -1.79 -0.66
O14 -3.15 -0.36 1.99
H33 -4.85 -1.41 2.38
H34 -4.89 -0.42 0.88
H35 -4.78 -2.87 0.45
H36 -3.16 -2.83 1.21
H37 -2.67 -1.31 -0.47
H38 -2.79 0.13 1.24
C14 0.01 1.27 3.36
C15 0.16 -0.21 3.57
O15 1.12 -0.61 4.53
O16 1.07 1.88 2.65
H39 -0.25 1.68 4.35
H40 -0.90 1.49 2.79
H41 0.21 -0.77 2.63
H42 -0.79 -0.46 4.08
H43 1.02 -1.54 4.74
H44 0.83 1.72 1.74

Table of Löwdin atomic charges, one value per atom, all in e:
1. N -0.530
2. O 0.012
3. O -0.038
4. O -0.050
5. C -0.049
6. C -0.474
7. C -0.060
8. O -0.066
9. H 0.082
10. H 0.085
11. H 0.064
12. H 0.118
13. H 0.072
14. H 0.073
15. H 0.069
16. H 0.087
17. C -0.277
18. C -0.255
19. O -0.051
20. O -0.057
21. H 0.104
22. H 0.115
23. H 0.115
24. H 0.096
25. H 0.077
26. H 0.061
27. C -0.233
28. C -0.224
29. O -0.092
30. O -0.071
31. H 0.114
32. H 0.112
33. H 0.120
34. H 0.119
35. H 0.048
36. H 0.076
37. C -0.214
38. C -0.235
39. O -0.076
40. O -0.086
41. H 0.117
42. H 0.116
43. H 0.118
44. H 0.116
45. H 0.041
46. H 0.050
47. C -0.252
48. C -0.241
49. O -0.076
50. O -0.080
51. H 0.120
52. H 0.118
53. H 0.108
54. H 0.124
55. H 0.040
56. H 0.077
57. C -0.240
58. C -0.249
59. O -0.062
60. O -0.076
61. H 0.113
62. H 0.119
63. H 0.114
64. H 0.104
65. H 0.029
66. H 0.043
67. C -0.248
68. C -0.263
69. O -0.062
70. O -0.053
71. H 0.123
72. H 0.115
73. H 0.104
74. H 0.120
75. H 0.059
76. H 0.033